# 1
The following is a DFT calculation (ωB97M-V/def2-TZVPD) of 5 unconnected molecules or ions with the total composition C31H60NO9 at a distorted geometry.

The value obtained for the max |F| is 2.3 eV Å⁻¹. As for the HOMO-LUMO gap: 6.09 eV. The total energy comes out at -1949.0856 a.u.

ORCA input file:
```
! wB97M-V def2-TZVPD RIJCOSX def2/J DEFGRID3
* xyz -1 1
C 1.9853 0.5663 0.8380
C 3.3489 0.4263 0.0712
C 3.1874 -0.3033 -1.3111
C 2.4291 0.5700 -2.3610
C 2.1161 -0.1936 -3.6979
C 0.5805 -0.2105 -4.0267
C -0.1542 -1.2756 -3.1350
C -0.6683 -0.7038 -1.7543
N -2.0110 -1.1569 -1.3796
C -2.8592 -0.0888 -0.8504
C -4.2796 -0.0476 -1.5169
O -4.9107 1.2521 -1.3259
C -4.9635 1.6472 -0.0083
O -5.6045 1.0969 0.8249
C -4.1168 2.9007 0.3936
C -2.8230 2.5318 1.2040
C -1.9849 -2.3331 -0.5122
C -1.3257 -3.5877 -1.1545
C -1.2809 -4.7443 -0.0904
O -0.0490 -5.4739 -0.2570
C 0.9004 -5.1179 0.7367
C 1.5734 -3.7293 0.4964
C -3.4164 -2.7835 -0.0337
O -3.8003 -2.5416 1.1247
O -4.1705 -3.3612 -0.8622
H 1.7372 -0.4230 1.2780
H 2.0401 1.3285 1.6441
H 1.1699 0.8800 0.1507
H 4.0060 -0.2157 0.7057
H 3.8489 1.4086 -0.0632
H 4.2207 -0.5572 -1.6384
H 2.5866 -1.2217 -1.1242
H 1.4832 0.9616 -1.9399
H 3.1123 1.4095 -2.6328
H 2.5505 -1.2161 -3.7423
H 2.5944 0.3681 -4.5346
H 0.5127 -0.5902 -5.0764
H 0.1194 0.7969 -4.0097
H -0.9493 -1.7710 -3.7218
H 0.6161 -2.0387 -2.8722
H 0.0234 -1.0288 -0.9284
H -0.5638 0.3991 -1.8152
H -2.9387 -0.1808 0.2625
H -2.4364 0.9309 -1.0182
H -4.2350 -0.3519 -2.5762
H -4.9071 -0.7913 -0.9778
H -3.8021 3.3688 -0.5607
H -4.7144 3.5730 1.0388
H -2.9830 1.6811 1.8997
H -2.5520 3.4360 1.7942
H -1.9512 2.3571 0.5397
H -1.3924 -2.1055 0.4175
H -1.8691 -3.9404 -2.0580
H -0.2825 -3.4025 -1.4948
H -1.3776 -4.2710 0.9116
H -2.1763 -5.3748 -0.2570
H 1.7031 -5.8874 0.7077
H 0.4585 -5.0978 1.7600
H 0.8352 -2.9104 0.6532
H 1.9343 -3.7169 -0.5584
H 2.4570 -3.5452 1.1412
C 2.4154 5.4784 2.0707
C 1.6018 4.3283 2.6127
O 0.7132 3.8263 1.9663
C 1.9446 3.8306 3.9955
H 2.0616 5.7307 1.0718
H 2.3009 6.3524 2.7150
H 3.4677 5.1943 2.0094
H 1.8094 4.6321 4.7244
H 2.9763 3.4743 4.0183
H 1.2830 3.0050 4.2553
C 2.8124 -6.6264 4.7227
C 3.0814 -7.0478 3.2994
O 3.5453 -6.2768 2.4913
C 2.7470 -8.4702 2.9254
H 3.0982 -5.5829 4.8500
H 1.7490 -6.7286 4.9467
H 3.4000 -7.2381 5.4101
H 1.6808 -8.6526 3.0710
H 3.3319 -9.1629 3.5339
H 2.9900 -8.6337 1.8763
C 3.9290 4.3517 -6.8970
C 4.0717 3.0437 -6.1578
O 3.1573 2.5786 -5.5186
C 5.4033 2.3398 -6.2494
H 2.9246 4.7445 -6.7440
H 4.6512 5.0761 -6.5157
H 4.0856 4.1949 -7.9659
H 6.1902 2.9759 -5.8396
H 5.6246 2.0946 -7.2898
H 5.3632 1.4164 -5.6726
C -5.5581 5.9200 5.3165
C -5.8123 5.1699 4.0313
O -5.2499 5.4726 3.0038
C -6.7949 4.0272 4.0803
H -4.8324 6.7122 5.1345
H -6.4859 6.3693 5.6754
H -5.1553 5.2412 6.0703
H -7.7773 4.3937 4.3850
H -6.4463 3.2656 4.7800
H -6.8789 3.5797 3.0906
*
```

---

# 2
The following is a DFT calculation (ωB97M-V/def2-TZVPD) of 8 unconnected molecules or ions with the total composition C31H60O12S7 at a distorted geometry.

As for the relative energy (zero: lowest compared OMol25 entry of this formula, charge and spin): 0.0 kcal per mole. The value obtained for the max |F| is 5.4 eV Å⁻¹. As for the HOMO-LUMO gap: 7.19 eV. The total energy comes out at -4906.9188 a.u.

ORCA input file:
```
! wB97M-V def2-TZVPD RIJCOSX def2/J DEFGRID3
* xyz 0 1
C -4.5327 1.8361 -2.2525
C -4.5693 0.2259 -2.2584
O -5.7038 -0.3050 -2.0613
O -3.3827 -0.5812 -2.4293
C -2.8710 -0.3719 -3.7949
C -1.4901 -1.1306 -4.0652
C -0.2264 -0.4401 -3.2930
C 0.7456 -1.5527 -2.7025
C 1.7982 -1.3340 -1.7737
C 2.3486 -0.0238 -1.0499
C 1.2222 1.0299 -0.6039
C 0.2359 0.5003 0.5453
C -1.2599 0.1111 0.3059
C -2.2251 -0.3699 1.4606
C -1.7246 -0.4845 2.9200
C -0.2001 -0.0893 3.2079
C 0.7405 0.3798 2.0387
C 2.5904 -2.6817 -1.4442
O 3.6235 -2.8297 -0.7574
O 1.8862 -3.7260 -2.1474
C 0.8700 -3.1150 -2.9796
O 0.2958 -3.8752 -3.7895
H -4.2405 2.2707 -1.2138
H -3.8175 2.2860 -3.0215
H -5.5906 2.2120 -2.5252
H -2.7971 0.7445 -4.0748
H -3.6694 -0.8467 -4.4905
H -1.3176 -1.0927 -5.2091
H -1.6177 -2.2372 -3.8092
H 0.3120 0.1786 -4.0843
H -0.6876 0.2579 -2.5181
H 3.0999 0.5583 -1.7076
H 2.9067 -0.3630 -0.1020
H 1.7878 1.9265 -0.1354
H 0.6389 1.4896 -1.4915
H -1.7392 0.1912 -0.7246
H -3.3154 -0.6242 1.2322
H -2.4198 -0.7974 3.7643
H 0.1782 -0.1371 4.2909
H 1.8007 0.6647 2.3492
C 2.1067 -4.6755 4.8638
S 1.6305 -3.4006 3.6756
O 0.6908 -2.4681 4.3695
C 0.6389 -4.4828 2.6250
H 2.7098 -4.2108 5.6452
H 1.2156 -5.1211 5.3102
H 2.6981 -5.4417 4.3593
H -0.1615 -4.9396 3.2102
H 1.2772 -5.2558 2.1927
H 0.2053 -3.8821 1.8243
C 4.2431 5.5687 1.2106
S 4.0049 3.8586 1.7395
O 3.2240 3.1643 0.6709
C 2.8617 4.2343 3.0857
H 4.9033 5.5725 0.3422
H 3.2837 6.0120 0.9384
H 4.7056 6.1391 2.0182
H 1.9878 4.7603 2.6970
H 3.3683 4.8478 3.8333
H 2.5460 3.2954 3.5422
C -4.4523 2.8752 3.2440
S -4.8265 2.6614 1.4907
O -3.5444 2.8065 0.7362
C -5.7422 4.2071 1.3039
H -3.8442 2.0306 3.5725
H -3.8971 3.8023 3.3965
H -5.3825 2.8950 3.8153
H -5.1070 5.0521 1.5762
H -6.6298 4.1839 1.9391
H -6.0466 4.3036 0.2610
C 2.7307 -2.5957 -6.8964
S 2.5406 -0.9778 -6.1180
O 1.0976 -0.8231 -5.7550
C 2.8285 -0.0126 -7.6161
H 2.5527 -3.3644 -6.1427
H 2.0069 -2.7072 -7.7058
H 3.7466 -2.6971 -7.2829
H 2.0976 -0.2852 -8.3838
H 3.8421 -0.1974 -7.9789
H 2.7197 1.0449 -7.3716
C 0.5523 -0.6213 -12.5951
S 1.5607 -0.9544 -11.1351
O 0.9963 -0.1500 -10.0077
C 3.0366 -0.0970 -11.7254
H -0.4416 -1.0393 -12.4303
H 0.4708 0.4553 -12.7542
H 1.0044 -1.0976 -13.4669
H 2.8009 0.9473 -11.9388
H 3.4088 -0.5899 -12.6255
H 3.7980 -0.1448 -10.9461
C -1.3904 2.0419 7.8489
S -1.7483 0.8872 6.5080
O -1.4954 1.5957 5.2172
C -3.5360 0.8618 6.7654
H -0.3179 2.2402 7.8561
H -1.9312 2.9767 7.6898
H -1.6812 1.5961 8.8018
H -3.9402 1.8720 6.6742
H -3.7561 0.4568 7.7550
H -3.9848 0.2217 6.0047
C 2.2011 -2.7898 10.1332
S 1.7407 -1.5231 8.9307
O 0.7952 -0.5838 9.6086
C 0.7591 -2.6118 7.8768
H 2.7961 -2.3206 10.9180
H 1.3045 -3.2303 10.5727
H 2.7966 -3.5607 9.6408
H -0.0481 -3.0635 8.4570
H 1.4007 -3.3884 7.4575
H 0.3348 -2.0177 7.0662
*
```

---

# 3
The following is a DFT calculation (ωB97M-V/def2-TZVPD) of 5 unconnected molecules or ions with the total composition C31H62BNO17PS2 at a distorted geometry.

The value obtained for the max |F| is 9.2 eV Å⁻¹. As for the HOMO-LUMO gap: 6.21 eV. The total energy comes out at -3714.3533 a.u.

ORCA input file:
```
! wB97M-V def2-TZVPD RIJCOSX def2/J DEFGRID3
* xyz 1 1
C 6.7632 4.1034 3.8592
C 7.0226 2.6679 3.0794
C 8.4400 2.8901 2.2204
C 5.8744 2.2811 1.9753
C 4.4592 1.7380 2.6016
C 4.5341 1.4467 4.2466
C 3.3762 3.0025 2.4537
O 2.0207 2.6655 2.9092
C 1.3138 1.7882 1.9732
N 1.6070 1.8299 0.4909
P 2.7174 0.7697 -0.4374
S 1.8198 -0.1509 -1.9444
C 0.8933 2.7901 -0.2256
C -0.1048 3.6603 0.7955
S 0.9075 5.2104 1.0914
C -1.4805 4.2734 0.1284
B -2.4911 5.0124 1.1951
O -3.9482 4.7263 1.0436
O -2.1082 5.9457 2.2728
C -0.2016 2.5014 1.9512
C -0.6179 2.9429 3.5012
C -1.1302 1.2229 1.4178
C -2.1478 0.6357 2.5633
O -3.4732 0.9174 2.4278
O -1.7779 -0.1746 3.7338
H 5.7750 4.6476 3.5499
H 7.6387 4.8931 3.6792
H 6.8003 3.8453 5.0188
H 7.2720 1.8086 3.8516
H 8.1560 3.2419 1.1398
H 9.1766 3.6332 2.7828
H 9.0466 1.8668 2.1330
H 6.3668 1.4975 1.2271
H 5.6876 3.2622 1.3297
H 4.0735 0.7457 2.1160
H 3.5343 0.9294 4.5656
H 4.6776 2.4957 4.7980
H 5.4459 0.7616 4.5171
H 3.4261 3.5185 1.3944
H 3.7839 3.8253 3.2185
H 1.3495 0.6199 2.1900
H 3.8301 1.5637 -0.9032
H 3.1195 -0.3134 0.4658
H 0.8889 3.0399 -1.3691
H 1.3530 5.1878 2.4506
H -2.0017 3.4573 -0.5475
H -1.1212 5.1224 -0.6292
H -4.4138 5.2181 1.8038
H -1.9063 6.8230 1.7899
H -1.7775 3.2209 3.5539
H -0.0597 3.9454 3.8306
H -0.4385 2.0569 4.2634
H -0.4808 0.3154 1.0417
H -1.8157 1.5276 0.4889
H -0.7618 -0.2191 3.6975
C -4.3596 -7.1373 4.7153
C -3.0348 -6.7127 4.1058
O -3.2178 -5.6280 3.1882
C -3.3850 -4.4061 3.7490
O -3.3832 -4.1558 4.9462
O -3.5834 -3.5067 2.7525
C -3.8712 -2.1890 3.2140
H -5.0911 -7.3583 3.9318
H -4.2310 -8.0237 5.3431
H -4.7864 -6.3395 5.3314
H -2.6177 -7.5464 3.5315
H -2.2991 -6.4519 4.8758
H -3.1095 -1.8379 3.9169
H -4.8634 -2.1648 3.6738
H -3.8740 -1.5195 2.3483
C -11.0068 -6.4839 3.7867
C -10.7042 -6.8555 5.2280
O -9.3494 -6.5354 5.5656
C -9.1006 -5.2280 5.8196
O -9.9196 -4.3200 5.7948
O -7.7759 -5.0924 6.0805
C -7.3609 -3.7418 6.2702
H -10.2778 -6.9403 3.1099
H -12.0106 -6.8135 3.5040
H -10.9457 -5.4015 3.6352
H -10.8145 -7.9377 5.3527
H -11.4029 -6.3780 5.9253
H -7.9668 -3.2423 7.0325
H -7.4101 -3.2012 5.3206
H -6.3208 -3.7512 6.6103
C -0.8756 -1.4600 -4.8791
C -1.2697 -0.3634 -5.8534
O -0.2216 -0.1172 -6.7983
C -0.1168 -1.0160 -7.8067
O -0.8324 -1.9928 -7.9793
O 0.9396 -0.6618 -8.5811
C 1.2216 -1.5857 -9.6294
H 0.0828 -1.2277 -4.4044
H -1.6373 -1.5816 -4.1037
H -0.7512 -2.4194 -5.3913
H -1.4254 0.5701 -5.3027
H -2.2105 -0.5956 -6.3665
H 0.3333 -1.7804 -10.2383
H 1.6147 -2.5159 -9.2091
H 1.9889 -1.1446 -10.2730
C 7.7959 1.4252 -9.4176
C 6.9786 1.5339 -10.6931
O 5.6309 1.0997 -10.4762
C 4.8221 1.9864 -9.8474
O 5.1368 3.1054 -9.4668
O 3.6050 1.4086 -9.6864
C 2.6822 2.2044 -8.9466
H 7.7334 0.4134 -9.0049
H 8.8452 1.6683 -9.6076
H 7.4202 2.1056 -8.6467
H 7.4060 0.8721 -11.4535
H 6.9993 2.5509 -11.1027
H 2.5897 3.2078 -9.3738
H 2.9930 2.2565 -7.8991
H 1.7023 1.7196 -8.9937
*
```

---

- The highest max |F| belongs to which entry?
  C31H62BNO17PS2